15
Properties=species:S:1:pos:R:3:forces:R:3 method="wB97M-V/def2-TZVPD" orbital_gap_ev="8.50 / 8.51" total_charge=+1 multiplicity=1 e_above_lowest_kcal_mol=86.93 homo_energy_ev="-13.700 / -13.701"
N -0.4101 0.2091 -1.2514 0.6 -0.1 -0.2
N 1.6710 1.0696 0.7301 0.9 -0.8 0.7
H 2.0675 1.6505 1.4758 -0.1 -0.7 -0.7
N -1.3323 -0.0538 -0.4683 -0.3 0.7 -1.3
H -0.5493 -0.3229 -2.1261 0.6 -0.1 0.4
C -1.4930 0.7874 0.6727 -2.2 1.8 2.4
H 1.6392 -1.9427 -0.5330 -0.3 1.7 1.0
H -1.9184 1.8123 0.3370 0.7 -1.7 0.4
H -2.2549 0.3756 1.4383 1.3 0.4 -1.5
H -0.5332 0.9894 1.2068 -0.9 -0.6 -0.5
N 1.2446 -1.0063 -0.2291 0.0 -0.8 -1.4
H 0.8626 1.3783 0.2622 -0.4 0.8 -0.6
C 1.9722 -0.2337 0.4920 -0.2 -0.2 0.1
H -2.0203 -0.6938 -0.8289 -0.7 -0.6 0.8
H 2.8314 -0.6519 0.9665 0.8 0.2 0.5

=====

2
Properties=species:S:1:pos:R:3:forces:R:3 method="wB97M-V/def2-TZVPD" orbital_gap_ev="12.26 / 5.42" total_charge=-1 multiplicity=2 e_above_lowest_kcal_mol=27.07 homo_energy_ev="-2.320 / -0.649"
H 0.4064 0.8990 1.0386 -0.1 -0.2 -0.2
H -0.4064 -0.8990 -1.0386 0.1 0.2 0.2

=====

204
Properties=species:S:1:pos:R:3:forces:R:3 method="wB97M-V/def2-TZVPD" orbital_gap_ev=5.96 total_charge=+5 multiplicity=1 homo_energy_ev=-15.059
C -5.3405 -0.1039 -4.1454 -1.1 0.1 -0.8
C -1.8571 6.2629 -3.6950 0.0 -1.2 0.4
H -4.8521 1.1837 -5.7735 0.6 0.3 -0.4
O -0.3170 -1.7237 -1.2485 -0.5 0.7 0.3
C 8.7717 -1.3939 3.7865 0.8 0.5 0.3
C 2.9255 -7.5921 -0.0415 1.5 -1.2 -0.7
O 1.7084 -0.7692 -1.0507 -0.3 0.2 -0.1
H 5.9706 4.6796 -4.8814 0.8 -0.1 -1.4
N 4.9635 2.9382 -2.1031 -3.3 -5.5 -5.9
H 2.8249 -8.8299 1.7609 0.9 -1.0 0.5
C -3.8948 -2.0054 -2.2875 1.8 -1.2 0.6
H 0.9509 -6.8344 2.6935 0.8 -1.0 -0.7
H -9.4906 -3.8782 4.1109 0.4 0.6 -0.4
H -0.4878 8.0633 -9.9049 0.2 0.2 0.3
C -5.0289 -1.6513 -5.9012 1.2 -0.8 -1.1
H 2.5919 0.8688 -4.6061 0.1 0.7 -0.2
H 10.9530 0.5670 3.7364 -0.1 -1.3 0.1
C -5.6998 0.5997 -5.4915 -1.0 0.6 2.2
C 11.0067 -0.5324 4.0358 -0.9 0.7 0.2
H 0.6392 -6.6412 -0.4644 -0.2 0.6 0.1
C -10.2877 -2.8898 8.5993 1.3 -0.6 3.2
H -3.9420 5.5934 -6.8817 0.5 0.0 -0.5
H -7.4114 -0.6151 3.2082 0.2 0.6 -0.2
N 1.8252 -5.8621 1.0651 3.1 2.0 0.8
H -2.9174 4.0960 2.1674 -1.8 0.6 0.5
H -3.0576 -0.1114 -5.7634 0.1 -0.4 0.8
H -2.8672 8.1460 -0.0163 0.1 0.9 0.5
C -5.9929 -0.5555 -6.3679 1.0 -0.4 -2.2
O -1.6222 0.9492 -1.2446 0.4 -0.7 0.2
O -1.5997 7.1358 1.0546 1.2 -1.6 -0.1
H -2.7930 5.4475 -11.2860 0.6 -0.2 -0.3
O -2.1111 3.0815 -0.9980 -0.7 0.8 -0.1
H -2.6111 5.1882 -8.0088 0.3 -1.0 -1.3
H -2.4692 4.4122 -5.5670 0.2 -0.1 -0.2
H -5.9542 -0.3253 -7.4659 0.6 -0.3 0.9
H 2.7683 -6.6800 2.6819 -1.1 -0.5 -0.3
C 6.4215 2.1423 -3.9344 2.3 0.4 -0.5
C -8.1659 -2.5751 2.8765 0.2 -0.5 0.5
H 0.8043 -4.9458 3.4529 0.1 -0.2 -0.1
H 8.3412 -0.3910 3.7441 0.2 0.1 -0.1
C 12.3954 -1.0359 3.8290 1.1 -0.7 -1.9
C 2.9085 1.4870 -2.5819 0.1 -0.8 -1.2
H 2.5347 1.5820 -0.2556 0.6 1.0 0.7
H -6.6980 -3.7713 6.1783 0.0 0.2 -0.6
H 1.7274 -2.1491 2.8738 -0.3 0.3 -0.3
H -5.9387 -3.9373 -2.0122 0.6 0.0 1.1
H 1.2864 -8.7258 0.9695 0.4 -0.1 -0.4
H 2.5567 -2.4429 5.2616 -0.3 -0.8 -0.2
C -8.4588 -3.4760 4.0650 -1.3 -1.2 -0.2
H -6.5413 1.3129 -5.3847 0.4 -0.5 0.0
C 0.6229 -5.7959 0.2415 0.0 -0.9 -0.3
H 13.8757 -3.0357 2.6212 0.2 -0.4 -1.1
H -3.4626 -3.0164 -0.3898 0.0 0.1 -0.7
O 10.1522 -1.4083 3.3376 -0.9 0.0 -0.7
H 4.0911 0.3980 -3.9584 0.1 0.7 -0.4
C -3.0709 -0.6538 -4.7900 1.1 1.6 -0.2
C -1.1317 6.2354 3.2395 -1.1 0.2 -0.5
N 12.4474 -2.5689 4.0275 0.2 0.2 -0.1
C 3.1240 -6.1196 0.2256 -1.3 -0.7 1.2
H 0.3885 6.8670 1.7887 -0.6 -0.2 -0.4
H 15.0285 -5.0164 4.0610 -0.3 1.0 0.2
C 14.0312 -4.5652 4.2958 -0.7 -0.1 -0.6
O -2.4034 6.3988 -4.9840 -0.2 0.4 -0.8
H -2.8315 3.6718 -1.3046 0.6 -0.5 0.1
H -4.4304 -1.2430 -1.7834 -0.8 0.9 0.2
H 8.1799 -2.0444 3.1525 0.2 -0.2 0.0
H 4.6123 5.0786 -3.9650 -0.8 0.6 0.3
C 1.8671 -6.9544 2.0570 0.8 0.1 0.3
H -3.1162 7.6672 -6.6344 0.3 -0.6 -1.5
C -8.5384 -1.2589 4.9641 -0.4 0.7 -0.9
C 5.5267 4.5370 -3.9430 0.6 -0.3 1.8
H -0.5829 6.3494 4.1592 0.4 0.4 0.2
C 2.0971 -4.5443 1.7910 0.7 0.3 -1.4
H -9.2262 -0.6299 3.0711 1.1 -0.3 -0.2
C -9.2079 -2.4220 7.6962 0.6 1.2 -1.2
H 12.6611 -0.8456 2.6963 -0.1 -0.5 2.4
H -2.3271 5.3996 -3.1905 0.2 0.3 0.0
H -2.0978 1.9583 1.2222 0.8 0.5 0.9
H -6.1727 -2.8166 4.7060 -0.6 0.0 0.4
H 11.7004 -2.9933 3.4599 0.2 0.3 0.1
H 3.5081 -3.3741 4.1569 -1.1 -0.1 -0.3
C 3.9990 2.5636 -4.4370 1.1 1.6 -1.8
H -4.2001 -1.8035 -6.6455 -0.7 0.1 0.9
H -9.0035 -4.2043 6.4829 0.9 -1.6 0.5
H 13.3588 -5.4152 3.9970 -0.1 1.0 -0.2
H 2.3973 -7.7776 -0.9706 -0.1 0.0 0.0
H -2.1975 6.4837 3.4495 0.7 -0.3 -0.2
H -6.0325 -2.7415 -0.7548 0.4 0.1 0.3
H -5.4013 -4.3621 -0.3557 -0.6 -0.8 0.7
H 4.0213 -5.9515 0.8610 -0.9 0.1 -0.2
C -0.6434 7.1416 2.0878 -0.1 -0.2 0.4
H -2.0132 1.9448 3.0104 -0.2 0.1 0.4
H 10.6976 -0.5997 5.0670 0.2 0.3 0.8
C -9.2062 -3.1827 6.3778 0.3 1.0 -0.1
C 3.4139 1.2773 -4.0061 -0.2 -2.2 0.9
H 5.8149 0.7628 -0.8848 0.7 0.2 0.2
C -1.8994 3.9437 2.0170 1.7 -0.5 -1.1
H -9.3941 -1.3490 7.5072 0.3 -0.3 -0.1
H -0.2150 0.8015 0.6833 -0.3 0.1 -0.7
H -7.1272 -2.7127 2.5964 0.1 -0.1 -0.3
C -2.8806 5.7493 -7.1730 -1.2 0.2 1.3
H -7.9111 -0.6179 5.5895 -0.2 0.0 -0.3
N -4.4374 -1.1843 -4.5838 0.7 -0.6 -1.0
C -2.3543 1.8496 -1.6372 -0.4 0.3 -0.4
C 4.8787 0.5317 -1.3475 -1.3 -1.4 0.8
C -2.2295 8.3794 0.8554 0.7 -0.4 -1.0
H 1.2112 0.8498 1.6972 -0.3 -0.1 0.2
H -3.4360 -4.1314 -1.7591 0.0 0.3 -0.2
C 1.0147 -1.8217 -0.9022 -0.4 4.6 -1.1
C 0.9937 -4.1879 2.6859 -1.9 0.7 1.4
N -2.8317 7.2030 -7.5618 0.1 0.1 4.0
H 4.1773 2.6922 -5.6052 -0.1 -0.2 2.5
H -2.7742 8.5808 1.7546 -0.7 0.8 0.3
H 0.4960 -2.5170 4.0559 -1.1 0.2 0.5
H 6.2842 1.0956 -3.6255 -0.2 0.5 -0.1
H 0.0568 -4.1576 2.1043 0.3 0.6 0.2
C -2.0987 5.3744 -5.9396 0.3 1.1 1.2
H -6.2022 -0.6232 -3.6585 0.5 0.8 -0.3
H 12.2412 -2.8345 4.9951 0.1 0.2 0.1
H 7.3530 2.5341 -3.4251 -0.9 -0.5 -0.5
H -1.6311 4.3109 0.9794 -0.2 -0.4 1.3
H -2.0223 6.9584 -11.8231 -0.3 0.3 -0.1
H 2.4076 2.4170 -2.5694 -1.5 0.9 -0.1
H -9.9630 -3.8877 8.9485 -0.2 0.3 0.2
H 3.9009 -8.0948 -0.1381 -0.3 0.3 -0.3
H 13.1278 -0.6238 4.5449 -0.3 0.0 -0.6
C 13.8722 -5.5155 6.3145 -0.4 -1.6 2.6
C -1.5314 7.8189 -7.9361 -0.2 1.0 -2.2
H 14.5866 -2.5209 4.1226 -0.8 -0.3 -0.2
H -9.5202 -1.4272 10.1173 0.1 -0.2 -0.2
H -1.0080 5.3416 -6.0536 -0.1 -0.2 -0.3
O 5.3173 3.6557 -1.3349 2.8 4.6 4.2
H 0.5759 -4.8085 -0.1698 0.1 0.5 -0.9
H -0.0997 4.4020 2.7569 -0.5 0.7 0.0
H -1.0913 4.3122 3.9905 -0.7 0.3 -1.2
H -0.7782 6.0762 -3.7066 0.0 0.1 -0.2
N -8.2537 -2.6606 5.3010 0.0 -1.1 0.2
N -1.0633 4.7241 3.0183 1.5 -1.1 0.7
H 3.1126 -5.4455 -0.6033 0.0 0.3 -0.6
H 5.0128 -0.0802 -2.2443 0.1 0.0 0.4
H -2.3016 -1.4237 -4.8032 -0.4 -0.3 -0.2
H -6.5054 -2.0360 6.3317 -0.2 -0.7 -0.9
C -10.4544 -1.9127 9.8257 -0.4 0.4 -0.7
O 1.4015 -2.8440 -0.4497 1.0 -4.5 1.3
H -0.7025 7.2948 -7.5229 0.3 -0.6 0.6
C 4.0280 1.7472 -1.6367 0.5 0.3 2.1
H -1.5354 8.8532 -7.5941 0.1 -0.1 0.1
H 3.1481 3.3681 -0.5016 -0.3 -1.1 0.5
C 5.2625 3.0853 -3.6653 -0.2 -1.6 -0.4
H -0.2189 -5.8921 0.8897 -0.6 -0.3 0.4
H 2.2114 -4.2462 5.0867 0.3 1.3 -0.5
C -5.4127 -3.5827 -1.0756 -0.2 -0.1 -1.8
H -7.8359 -4.3720 4.1352 0.1 0.2 0.0
O 13.8354 -4.3229 5.6784 0.5 1.5 -2.3
H 3.3163 3.3166 -4.0942 -1.1 0.6 -0.7
H 4.1725 2.2361 0.5537 -1.7 0.0 -1.5
C 2.4555 -3.2819 4.5320 0.0 0.1 1.0
C -4.4193 -2.3453 -3.6504 -0.1 0.2 0.0
H 14.0576 -5.2796 7.3486 -0.1 -0.2 0.6
C -3.9417 -3.2430 -1.3642 -0.8 0.6 0.5
H -10.1552 -3.2374 5.8693 -0.6 0.7 0.1
C -8.3073 -1.1579 3.4305 -1.5 0.7 0.2
C 3.4066 2.2875 -0.3303 1.1 -0.1 0.6
H -11.1552 -1.0895 9.5833 0.4 -0.4 -0.2
H -2.7814 0.0595 -3.9795 -0.5 -0.5 -0.5
O -3.2660 1.8633 -2.4955 0.2 0.0 0.1
C -6.8154 -2.8376 5.6019 1.0 0.6 2.4
H 4.2689 -0.0823 -0.5765 0.9 0.8 -1.4
H -5.4139 -2.6470 -5.6537 -0.5 0.4 -0.6
H -8.7830 -2.8729 2.0253 0.0 0.4 0.2
H -0.3331 0.1714 2.2888 -0.3 -0.2 0.8
H -1.4356 9.1361 0.6575 -0.9 -0.1 -0.1
H -2.8588 -1.6457 -2.3075 -0.1 -0.1 -0.3
H 14.6457 -6.1931 6.0232 0.9 -0.2 -0.6
H -3.8249 -3.1306 -4.1317 -0.1 0.1 0.1
H -3.5870 7.3144 -8.2076 -0.3 0.6 -0.9
H -5.4642 -2.6418 -3.6421 0.0 -0.3 0.3
H -0.9156 5.6404 -11.5286 -1.1 -0.2 0.2
C -1.5930 2.4239 2.1300 -0.2 1.1 -1.3
H -4.7457 0.4985 -3.5113 0.0 0.9 1.2
H 8.7478 -1.7108 4.8358 -0.2 -0.1 -0.2
H 12.9384 -6.0582 6.2261 -0.4 -0.2 0.0
H -10.8647 -2.3348 10.7365 0.0 -0.6 -0.1
C -1.4489 7.7985 -9.4766 -1.4 -1.3 -0.3
H -2.0519 7.1576 -3.1244 -0.1 0.3 0.0
C 0.1189 0.9400 1.6909 1.4 0.8 -0.2
C 2.2308 -8.2019 1.1642 -2.4 1.4 1.2
H -0.5555 8.1822 2.4182 0.1 -0.2 0.7
H 6.6639 2.1314 -5.0509 -0.5 0.1 1.5
H 3.0215 -4.6859 2.3571 -0.1 -0.1 -0.2
C -1.8977 6.0742 -11.2099 1.0 0.4 0.5
H -6.9741 -0.8868 -6.2905 -1.9 -0.6 0.7
H 2.2438 0.6505 -2.2356 0.7 0.7 0.1
C 1.3090 -2.9160 3.5181 2.7 -1.4 -0.7
H 2.2278 -3.7591 0.9943 -0.1 -0.8 0.8
O -0.1815 2.2899 2.1277 -0.8 -1.0 -0.2
H -9.5988 -1.0274 5.1510 0.5 -0.3 0.3
H -0.5488 -0.7624 -1.1883 0.1 -0.7 -0.5
C 13.7949 -3.1654 3.6694 0.9 0.1 1.2
H -8.2308 -2.5032 8.2071 -0.4 0.0 -0.2
H -11.2081 -3.0808 8.1518 -1.6 0.1 -1.1
H -2.2511 8.4383 -9.8985 0.5 0.1 0.1
H 6.2103 4.9372 -3.1685 -0.4 0.0 -0.5
O -1.7956 6.4323 -9.8065 0.1 0.4 0.1

=====

40
Properties=species:S:1:pos:R:3:forces:R:3 method="wB97M-V/def2-TZVPD" orbital_gap_ev=7.59 multiplicity=1 smiles="C=CCC1=C(Cl)C(=O)OC1=O.COCCNCCOC" homo_energy_ev=-8.545
H 2.7363 -3.5756 -5.3976 -1.7 0.9 1.3
C -0.1865 -1.0381 -3.6921 0.7 -0.9 -2.8
H -2.0662 2.1006 5.2939 0.2 -0.1 -0.1
Cl 0.4538 0.0086 -2.3414 -1.3 -1.7 -2.1
H -2.1048 0.9509 2.4554 -0.2 -0.1 0.0
H -1.0385 0.8901 0.5587 0.0 -0.1 0.2
H 1.3191 -1.2458 1.8003 -0.1 0.1 -0.1
C 3.0055 -1.6164 -4.3670 -1.3 -1.9 -0.9
H 0.8970 -0.0143 2.9822 -0.2 -0.1 0.1
H -0.9833 3.3734 1.1721 0.0 -0.1 0.0
H 3.8748 -1.1446 -3.8039 -2.1 -0.5 0.3
H 0.3740 1.0423 5.3560 0.1 0.1 0.2
O -1.4267 0.1520 4.8263 0.1 0.4 0.3
C -1.9834 1.8045 3.1318 0.4 0.0 0.4
O -2.6913 -1.6229 -3.3570 4.9 -1.3 -2.2
O -1.1696 -2.9340 -4.6930 -1.6 1.8 -1.4
O -0.4861 -2.5365 -6.9700 0.3 0.7 5.1
C -0.3989 0.3922 5.7749 -0.1 -0.2 -0.2
H -0.8034 0.8341 6.6900 0.1 0.1 0.0
H 1.9431 0.3577 -4.6720 0.1 -1.6 -0.8
C -0.1108 1.4610 0.6735 0.2 0.4 -0.1
H 0.1226 1.8539 -0.3210 0.0 0.0 0.1
H -3.2698 0.9871 4.6376 0.0 0.0 0.0
C -0.4024 -2.3088 -5.7581 1.0 0.1 -1.0
C -0.2678 2.6690 1.6104 0.3 -0.2 0.2
H -2.7401 2.5544 2.8798 0.1 0.0 0.0
C 2.7074 -3.0350 -4.3943 0.7 2.4 0.3
H 2.2181 -0.5602 -6.2778 -0.7 -0.2 1.4
O 0.9772 0.6060 1.0115 -0.5 0.0 0.0
C 1.9443 -0.6748 -5.1751 0.8 -0.7 -0.2
H 0.0330 1.7719 3.4015 -0.1 0.1 0.0
H 2.3938 -3.5683 -3.4378 2.0 0.1 -1.2
H 0.6958 3.1870 1.6515 0.0 0.0 -0.1
C -1.5628 -1.8291 -3.8385 -1.3 0.8 2.3
H 0.0600 -0.5656 6.0264 -0.1 0.0 -0.1
C 0.6694 -0.3850 1.9810 0.4 0.0 -0.1
C -2.2258 1.3057 4.5567 -0.3 -0.2 -0.5
N -0.6532 2.4003 2.9974 -0.2 -0.1 -0.2
C 0.5153 -1.3281 -4.8965 -0.5 1.7 1.9
H -0.3691 -0.7197 1.9242 0.0 0.1 0.0

=====

86
Properties=species:S:1:pos:R:3:forces:R:3 method="wB97M-V/def2-TZVPD" orbital_gap_ev=7.98 multiplicity=1 smiles="O=C1c2ccccc2C(=O)c2ccccc21.O=C1c2ccccc2C(=O)c2ccccc21.O=C1c2ccccc2C(=O)c2ccccc21.O=C1C=C(O)C(=O)C=C1O" homo_energy_ev=-9.423
C 5.0580 -7.1028 -0.4600 -2.5 -1.7 -0.6
C -0.4067 -1.0971 -0.1814 -2.9 -0.6 -0.3
H -0.7970 -1.5351 1.8208 -1.6 0.2 0.8
C -1.3620 4.4359 -2.3165 0.7 -1.2 -1.2
C 4.5920 -6.0356 0.2506 0.5 0.5 1.0
C 0.0355 -0.5475 -1.3844 0.1 0.0 -0.8
O -2.1081 1.0493 -3.5635 -0.2 0.8 0.6
O -6.3558 2.5767 2.0830 1.7 -0.6 -0.3
C -3.5117 2.5407 -2.3840 0.4 1.5 0.9
O -2.8479 6.0835 -1.3754 0.2 -2.4 -1.0
H -6.6979 3.4322 -0.4616 -0.4 0.2 0.2
H -0.3664 3.7970 1.4273 -0.4 -0.8 0.2
H 5.2200 0.7351 2.0453 0.2 -0.7 -0.2
C 6.2611 -7.0739 -1.0970 0.3 -1.8 -0.9
C 5.0256 -1.4272 1.7005 -0.6 2.7 1.5
O -1.6848 -1.1357 -0.0563 4.1 -0.4 1.6
C -5.9199 -2.3321 2.9740 1.8 1.3 -0.8
C -2.6783 4.9378 -1.8300 0.5 0.5 0.3
H 6.5919 -7.9896 -1.6482 -0.1 1.2 0.4
C 7.4048 -3.5390 -0.3496 -0.6 -1.9 2.3
C -4.6114 -1.8114 2.8582 0.9 -1.1 1.4
H 7.9054 -5.8056 -1.5675 -0.2 0.1 0.2
C -5.6051 1.9310 -1.4176 0.5 -0.3 -0.6
H 4.0880 -1.5116 2.2835 0.7 -0.1 -0.6
H 1.6002 5.7928 -2.9478 1.2 0.8 0.3
O 0.0393 -1.9778 1.9319 2.2 -0.5 -0.7
H 4.3425 -7.9534 -0.6497 1.0 0.8 0.5
H 7.3048 0.8929 1.0633 1.0 0.6 -0.4
C 0.0833 2.8922 -3.4568 1.1 -1.9 -1.4
C -3.9488 2.3253 1.9554 0.5 1.2 -0.3
H 2.5597 -1.1182 -3.0729 -1.0 0.2 -0.3
C 4.8722 -3.7705 1.3046 1.3 -1.9 -0.8
C 6.8428 -2.4106 0.5173 1.0 -0.3 -2.6
H -3.7684 -2.5043 3.2599 -1.3 1.5 -1.3
H -0.8166 -0.2307 -1.9346 0.0 0.8 -1.0
C 0.6413 -1.7421 0.7624 -1.7 0.1 0.9
C -3.7580 3.7145 1.7441 1.5 -0.9 -0.3
H -5.0678 5.1966 -0.9621 0.2 0.2 0.4
C -3.7001 3.8572 -1.8642 -0.2 0.2 0.0
H 0.2603 1.9019 -3.8837 -0.1 0.2 0.0
O 1.6063 -0.7801 -3.1054 1.6 -0.3 0.0
C 5.6466 -2.5028 1.1775 -1.7 -1.7 0.6
C 6.9609 -5.9140 -1.0300 2.0 0.0 -0.6
C 0.9198 5.0016 -2.8393 0.2 0.0 -1.0
C -4.3613 -0.4709 2.5096 0.0 -0.7 0.6
C 5.3606 -4.8977 0.4441 -0.3 -0.2 -0.3
H -7.9761 -1.8786 2.8676 -0.2 0.4 0.0
C -2.2516 2.1346 -3.0072 0.8 -0.8 -1.2
C 1.1174 3.8158 -3.4930 0.4 -0.6 0.6
C -2.9495 0.0618 2.5087 -0.4 -1.2 0.0
C 2.2223 -1.7087 -0.9694 -0.4 0.7 0.0
H 3.6983 -6.0868 0.7947 -1.4 -0.1 0.4
C 6.5455 -4.8739 -0.2448 1.7 3.1 -1.1
C -5.8143 3.2109 -1.0222 -0.7 0.3 0.7
H -0.6277 1.3600 1.9991 -0.7 0.0 -0.1
C -2.8291 1.4461 2.0540 0.8 2.0 -0.3
C -1.3394 3.3020 1.5975 0.1 1.6 -0.9
H 2.6416 -2.5271 1.0751 -0.5 0.3 -0.4
C 6.9128 -0.0906 1.0365 -1.2 0.2 -0.2
H -4.5883 4.4198 1.7796 0.2 -0.4 -0.1
C 7.4344 -1.1774 0.3670 1.9 0.2 0.1
C -2.4380 4.1453 1.5038 -1.0 0.6 0.9
C -6.7612 -0.1324 2.4796 0.6 1.4 -0.5
H 8.3859 -1.1025 -0.2046 -0.9 -0.1 0.5
C -1.5241 1.9831 1.8547 -0.2 -1.7 0.7
H -2.2245 5.2011 1.3956 -0.3 0.1 -0.3
C 1.2136 -0.9446 -1.8658 0.0 -0.2 0.9
O 8.4950 -3.5133 -0.8722 -0.9 0.3 -0.2
C 5.6665 -0.1805 1.6185 -0.7 -0.1 0.7
C -4.8664 4.1721 -1.2171 -0.3 0.5 -0.7
C -1.1540 3.1311 -2.9735 -1.4 2.9 2.2
C -0.2841 5.2905 -2.2731 -1.5 1.2 0.9
C -6.9845 -1.4473 2.7937 -0.4 -1.6 0.0
H -6.3497 1.2307 -1.1459 -0.5 -1.0 0.0
O 3.2490 -1.9709 -1.5534 1.1 -0.4 -0.2
O -1.9824 -0.6047 2.8726 -1.2 0.8 -0.3
H -5.9412 -3.4062 3.0970 -0.8 0.1 0.4
H 2.0935 3.5378 -3.9003 -0.5 0.2 -0.1
C -4.4651 1.5994 -2.1438 -0.8 -1.2 0.5
H -0.4745 6.2788 -1.8287 0.2 -0.5 -0.2
C -5.4731 0.3653 2.2947 0.2 0.0 0.3
H -4.2824 0.5628 -2.4131 0.0 0.2 -0.2
C 1.9270 -2.0113 0.4233 -1.0 0.1 -0.5
O 3.9495 -4.0152 2.0458 -0.3 1.1 0.3
C -5.3493 1.8661 2.0687 -1.0 -1.1 0.8
H -7.4708 0.6797 2.3266 -0.6 -0.7 0.2

=====

> The highest multiplicity belongs to which entry?

H2

=====

> Which value of multiplicity does entry 4 give?

1